1.
108
Properties=species:S:1:pos:R:3 method="wB97M-V/def2-TZVPD" e_above_lowest_kj_mol=0.00 total_energy_ha=-5914.371875 e_homo_ev="-10.04 / -10.06" homo_lumo_gap_ev="5.9 / 5.9" charge=+1
V -1.505 -0.009 -0.154
C 5.135 0.242 -2.708
C 4.187 -0.765 -3.376
C 4.446 -0.742 -4.883
C 4.492 -2.176 -2.855
C 2.741 -0.406 -3.027
C 2.365 -0.369 -1.698
C 1.038 -0.077 -1.379
N 0.412 -0.006 -0.145
C 1.037 -0.006 1.093
C 2.373 0.186 1.424
C 2.741 0.179 2.762
C 1.750 0.015 3.731
C 0.390 -0.136 3.460
C 0.067 -0.135 2.106
O -1.170 -0.199 1.576
C -0.592 -0.216 4.632
C -2.028 -0.560 4.223
C -0.112 -1.288 5.621
C -0.609 1.149 5.336
C 4.216 0.368 3.119
C 4.693 1.730 2.594
C 4.459 0.319 4.627
C 5.039 -0.750 2.463
C 0.092 0.131 -2.394
O -1.139 0.323 -1.915
C 0.439 0.121 -3.749
C 1.775 -0.141 -4.015
C -0.605 0.355 -4.836
C 0.014 0.310 -6.233
C -1.682 -0.738 -4.753
C -1.246 1.738 -4.642
H 6.171 -0.003 -2.949
H 5.037 0.230 -1.621
H 4.935 1.257 -3.056
H 5.490 -0.995 -5.071
H 4.264 0.246 -5.311
H 3.830 -1.470 -5.412
H 5.519 -2.452 -3.102
H 3.823 -2.911 -3.305
H 4.383 -2.241 -1.770
H 3.076 -0.626 -0.930
H 3.113 0.370 0.663
H 2.047 0.020 4.770
H -2.079 -1.503 3.680
H -2.476 0.218 3.604
H -2.630 -0.657 5.128
H -0.060 -2.265 5.145
H -0.810 -1.346 6.458
H 0.872 -1.062 6.031
H -0.943 1.935 4.655
H 0.378 1.422 5.710
H -1.294 1.120 6.185
H 4.121 2.542 3.045
H 4.592 1.804 1.509
H 5.746 1.877 2.839
H 3.931 1.119 5.150
H 5.524 0.445 4.825
H 4.154 -0.638 5.056
H 4.952 -0.733 1.374
H 4.712 -1.731 2.813
H 6.095 -0.634 2.712
H 2.087 -0.172 -5.047
H 0.456 -0.664 -6.450
H 0.780 1.077 -6.365
H -0.766 0.490 -6.974
H -1.238 -1.726 -4.880
H -2.416 -0.590 -5.547
H -2.205 -0.720 -3.798
H -0.491 2.525 -4.709
H -1.745 1.816 -3.676
H -1.987 1.913 -5.423
N -5.429 1.744 0.162
C -6.494 0.886 -0.224
C -7.736 1.410 -0.526
C -8.758 0.557 -0.924
C -8.516 -0.801 -1.050
C -7.254 -1.314 -0.774
C -6.248 -0.471 -0.335
S -4.680 -1.145 0.120
N -3.655 0.225 -0.091
C -4.131 1.423 0.017
C -3.135 2.533 -0.009
C -3.446 3.877 -0.056
C -2.408 4.801 -0.058
C -1.103 4.352 -0.017
C -0.872 2.985 0.008
N -1.868 2.104 0.011
H -5.664 2.714 0.280
H -7.911 2.477 -0.447
H -9.736 0.960 -1.144
H -9.306 -1.467 -1.370
H -7.057 -2.372 -0.886
H -4.467 4.227 -0.109
H -2.627 5.860 -0.094
H -0.268 5.038 -0.014
H 0.130 2.578 0.022
Se -1.680 -2.382 -0.801
C -0.599 -3.092 0.616
C 0.787 -3.045 0.532
C 1.537 -3.582 1.570
N 1.005 -4.165 2.640
C -0.323 -4.236 2.691
C -1.165 -3.714 1.720
H 1.276 -2.604 -0.328
H 2.621 -3.545 1.532
H -0.743 -4.741 3.555
H -2.238 -3.806 1.821


2.
108
Properties=species:S:1:pos:R:3 method="wB97M-V/def2-TZVPD" total_energy_ha=-7586.780449 e_homo_ev="-9.98 / -9.96" homo_lumo_gap_ev="8.1 / 5.4" charge=+1 spin_multiplicity=5 s2=6.04
Rh 16.069 -0.914 15.939
C 20.284 -2.950 10.091
C 18.924 -3.644 10.208
C 18.028 -3.032 9.108
C 19.163 -5.112 9.896
C 18.319 -3.416 11.591
C 18.174 -2.138 12.095
C 17.542 -1.921 13.310
Se 17.346 -0.091 13.874
C 19.086 0.021 14.807
C 20.204 0.307 14.102
C 21.481 0.303 14.706
C 21.544 -0.041 16.054
C 20.467 -0.267 16.851
C 19.131 -0.319 16.219
O 18.121 -0.733 16.818
C 20.571 -0.558 18.335
C 21.992 -0.256 18.837
C 19.578 0.313 19.132
C 20.317 -2.057 18.516
C 22.696 0.638 13.891
C 23.978 0.741 14.701
C 22.509 1.970 13.111
C 22.815 -0.513 12.837
C 17.040 -2.966 14.053
O 16.276 -2.772 15.093
C 17.146 -4.277 13.556
C 17.804 -4.480 12.336
C 16.417 -5.461 14.269
C 14.888 -5.255 14.336
C 16.666 -6.795 13.545
C 17.026 -5.624 15.671
H 20.715 -3.159 9.115
H 20.992 -3.241 10.863
H 20.152 -1.882 10.153
H 18.466 -3.156 8.096
H 17.904 -1.933 9.229
H 17.060 -3.547 9.140
H 19.723 -5.237 8.955
H 18.237 -5.705 9.754
H 19.745 -5.605 10.706
H 18.501 -1.330 11.420
H 20.075 0.527 13.035
H 22.489 0.003 16.540
H 22.213 0.797 18.658
H 22.715 -0.878 18.347
H 22.064 -0.496 19.885
H 19.730 1.384 19.003
H 19.727 0.092 20.172
H 18.529 0.027 18.926
H 21.015 -2.655 17.925
H 19.310 -2.269 18.225
H 20.388 -2.253 19.589
H 23.874 1.485 15.485
H 24.785 1.016 14.007
H 24.263 -0.231 15.107
H 22.297 2.777 13.825
H 21.771 1.920 12.313
H 23.435 2.158 12.598
H 22.799 -1.486 13.343
H 23.674 -0.482 12.128
H 21.981 -0.387 12.182
H 17.857 -5.478 11.964
H 14.464 -5.059 13.330
H 14.600 -4.476 15.003
H 14.482 -6.229 14.612
H 16.193 -6.847 12.563
H 16.156 -7.586 14.100
H 17.747 -7.035 13.455
H 16.895 -4.747 16.277
H 18.124 -5.745 15.576
H 16.584 -6.472 16.235
O 12.399 -0.121 20.971
C 13.334 -0.295 20.041
C 13.771 -1.542 19.596
C 14.751 -1.613 18.635
N 15.361 -0.537 18.100
C 14.970 0.638 18.608
Br 15.844 2.167 17.868
C 14.001 0.833 19.555
H 11.988 -0.958 21.192
H 13.281 -2.422 20.048
H 15.116 -2.558 18.281
H 13.687 1.803 19.919
O 13.919 -0.452 15.605
S 12.978 -0.233 14.437
C 11.933 -1.636 14.529
C 12.278 -2.707 15.349
C 11.367 -3.740 15.433
C 10.142 -3.690 14.808
C 9.802 -2.563 14.066
C 10.723 -1.568 13.872
C 13.840 -0.675 12.901
C 14.259 -1.934 12.595
C 14.903 -2.132 11.378
C 15.116 -1.095 10.480
C 14.677 0.197 10.814
C 14.021 0.429 12.030
H 13.202 -2.789 15.867
H 11.574 -4.660 15.964
H 9.474 -4.554 14.876
H 8.831 -2.461 13.570
H 10.473 -0.744 13.203
H 14.186 -2.742 13.311
H 15.292 -3.116 11.211
H 15.648 -1.292 9.550
H 14.867 1.009 10.140
H 13.651 1.406 12.300